(1)
The following is a quantum chemistry calculation of C6H8BrFO2 in the gas phase in a non-equilibrium geometry, from OMol25.

Geometry (Å):
Br 4.332 -0.746 -0.310
F 4.074 1.312 1.463
O -1.067 -0.629 0.702
O 1.844 1.360 -1.371
C -2.180 -1.333 0.014
C 0.934 0.617 0.664
C -0.202 0.173 0.129
C 3.758 0.993 0.221
C 1.930 1.078 -0.221
C -3.339 -0.509 -0.392
H -1.579 -1.933 -0.763
H -0.283 0.475 -0.883
H 4.113 1.727 -0.374
H -3.929 -1.204 -0.968
H -3.120 0.390 -0.884
H -2.569 -1.929 0.783
H -3.920 -0.237 0.451
H 1.203 0.395 1.737

Properties
Net charge   0
Kohn-Sham gap   9.38 eV
E   -3057.68022 Eh
Highest occupied orbital energy   -0.3265 Ha
Spin multiplicity   1
LUMO   0.497 eV
SMILES   CCO/C=C/C(=O)[C@@H](F)Br


(2)
The following is a quantum chemistry calculation of a molecular structure, C30H42N4OP2Tc in a non-equilibrium geometry, from OMol25.

Geometry (Å):
Tc -0.018 -0.334 4.230
P 1.588 -1.105 -3.082
P -1.724 -0.749 -2.777
O -0.659 -0.317 6.011
N -1.910 1.000 -2.661
N 2.271 -2.415 -4.143
N -3.383 -1.050 -3.321
N 3.022 -0.107 -3.208
C 1.255 -0.228 2.562
C -4.214 -0.344 -4.201
C 2.684 -2.364 -5.475
C 2.381 -3.749 -3.724
C -1.090 1.556 3.993
C -0.998 0.487 7.150
C -5.146 -2.390 -3.836
C -2.401 0.123 7.591
C 1.592 0.796 3.523
C -1.608 1.672 -1.472
C -0.129 2.687 3.745
C -0.878 0.744 1.573
C 0.007 0.267 8.269
C 3.626 0.458 -2.068
C 1.602 -1.286 5.182
C -1.721 3.039 -1.676
C -2.140 1.968 -3.638
C -1.436 0.614 2.972
C -3.970 -2.312 -3.105
C -2.070 3.227 -3.053
C 0.585 -0.250 -4.401
C 1.274 2.255 3.272
C 2.899 -4.510 -4.769
C -5.302 -1.141 -4.533
C 3.113 -3.625 -5.873
C -0.881 -0.732 -4.448
C 4.680 1.262 -2.477
C 0.505 0.135 1.304
C 4.742 1.194 -3.911
C 3.703 0.374 -4.331
H -6.105 -0.866 -5.202
H -1.321 1.101 -0.612
H 3.235 0.223 -1.086
H 1.999 2.861 3.830
H 2.539 0.664 4.060
H -0.007 -0.781 8.587
H -0.564 3.411 3.039
H -1.010 1.566 6.901
H -2.451 -0.935 7.867
H 1.156 -2.304 5.207
H -2.696 0.729 8.452
H -2.315 1.686 -4.664
H 3.531 -3.865 -6.842
H 2.584 -1.364 4.681
H 1.105 0.818 0.676
H -1.450 -0.111 -5.158
H -3.486 -3.020 -2.448
H 1.756 -0.991 6.233
H -2.460 0.206 2.985
H 3.099 -5.573 -4.763
H -0.939 -1.778 -4.802
H -1.897 1.819 4.691
H 1.037 -0.408 -5.393
H 2.620 -1.453 -6.051
H 1.015 0.536 7.949
H 0.650 0.828 -4.167
H -0.016 3.252 4.684
H 3.396 0.115 -5.332
H 5.462 1.675 -4.558
H -5.820 -3.231 -3.882
H 1.915 -1.099 2.455
H 5.335 1.841 -1.842
H -2.252 4.163 -3.558
H 0.375 -0.762 0.673
H -3.981 0.659 -4.514
H -0.876 1.805 1.278
H -0.233 0.891 9.137
H 2.076 -4.030 -2.727
H -3.111 0.316 6.786
H -1.570 3.808 -0.931
H -1.610 0.221 0.942
H 1.436 2.525 2.220

Properties
Net charge   +2
Kohn-Sham gap (spin up / spin down)   4.81 / 3.16 eV
E   -2225.31230 Eh
Highest occupied orbital energy (spin up / spin down)   -0.4476 / -0.4476 Ha
Spin multiplicity   4
LUMO (spin up / spin down)   -7.367 / -9.015 eV
<S²>   3.854
Energy above the lowest of the compared OMol25 structures with the same formula, charge and spin   0.0 kJ/mol


(3)
The following is a quantum chemistry calculation of C3H5NS2 in the gas phase in a non-equilibrium geometry, from OMol25.

Geometry (Å):
S 3.343 0.124 0.044
S -0.262 -1.877 -0.061
N 1.708 -0.199 0.052
C -2.043 0.083 -0.204
C -0.850 -0.174 0.299
C 1.430 -1.453 -0.018
H 1.951 -2.403 -0.071
H -2.406 1.100 0.070
H 3.110 1.406 -0.487
H -2.725 -0.549 -0.812
H -0.026 0.206 0.898

Properties
Net charge   0
Kohn-Sham gap   9.03 eV
E   -968.34586 Eh
Highest occupied orbital energy   -0.3020 Ha
Spin multiplicity   1
LUMO   0.816 eV
SMILES   C=CS/C=N/S
Energy above the lowest of the compared OMol25 structures with the same formula, charge and spin   260.5 kJ/mol


(4)
The following is a quantum chemistry calculation of 2 unconnected molecules or ions with the total composition C9H5BrNO4 in a non-equilibrium geometry, from OMol25.

Geometry (Å):
Br -2.831 -1.747 -1.123
O -3.990 0.906 1.751
O -4.758 0.433 -1.418
O -3.537 3.405 -1.302
O -5.174 -0.972 1.206
N -2.828 2.524 -0.918
C -2.436 1.510 -0.434
C -1.132 0.030 0.947
C -1.212 0.795 -0.189
C 1.008 0.116 -0.730
C -0.169 0.841 -1.070
C -4.464 0.004 1.114
C 1.040 -0.668 0.401
C -4.061 0.129 -0.546
C -0.006 -0.718 1.243
H -0.315 1.525 -2.023
H -2.086 0.085 1.474
H 2.021 -1.281 0.578
H 1.934 0.060 -1.275
H 0.104 -1.360 2.064

Properties
Net charge   -1
Kohn-Sham gap   7.64 eV
E   -3275.64282 Eh
Highest occupied orbital energy   -0.1793 Ha
Spin multiplicity   1
LUMO   2.761 eV


(5)
The following is a quantum chemistry calculation of CH2N4O in the gas phase in a non-equilibrium geometry, from OMol25.

Geometry (Å):
O 0.777 -0.445 -0.423
N 0.452 0.716 -1.291
N -1.328 0.456 -0.052
N -0.838 1.076 -1.060
N -0.352 -1.090 1.489
C -0.266 -0.452 0.456
H 0.993 1.431 -0.774
H 0.562 -1.694 1.655

Properties
Net charge   0
Kohn-Sham gap   10.02 eV
E   -333.44016 Eh
Highest occupied orbital energy   -0.3893 Ha
Spin multiplicity   1
LUMO   -0.571 eV
SMILES   [H]/N=c1/nn[nH]o1
Energy above the lowest of the compared OMol25 structures with the same formula, charge and spin   282.6 kJ/mol


(6)
The following is a quantum chemistry calculation of C3H8N4S in the gas phase in a non-equilibrium geometry, from OMol25.

Geometry (Å):
S -0.192 2.073 -0.114
N 3.434 -0.242 0.085
N -0.090 0.371 -0.112
N -1.064 -1.712 0.015
N 2.227 0.451 0.068
C 1.170 -0.233 -0.121
C -2.568 0.251 0.004
C -1.234 -0.450 -0.027
H 0.297 2.286 1.126
H -1.961 -2.145 0.061
H 4.169 0.377 -0.232
H -2.663 0.916 0.873
H 1.139 -1.297 -0.257
H -2.719 0.893 -0.851
H 3.416 -1.032 -0.550
H -3.361 -0.508 0.032

Properties
Net charge   0
Kohn-Sham gap   9.04 eV
E   -736.26590 Eh
Highest occupied orbital energy   -0.3045 Ha
Spin multiplicity   1
LUMO   0.757 eV
SMILES   [H]/N=C(\C)N(S)/C=N/N
Energy above the lowest of the compared OMol25 structures with the same formula, charge and spin   137.1 kJ/mol


The lowest net charge belongs to which entry?
C9H5BrNO4


Look up the net charge of the sixth one.
0


Which formula does entry 3 have?
C3H5NS2